(1)
# C38H32AsBIrN8S3Se

A molecular structure, C38H32AsBIrN8S3Se (ωB97M-V with the def2-TZVPD basis set, the OMol25 dataset).

Summary:
E_HOMO (alpha / beta), eV: -12.782 / -12.736
Energy, eV: -214042.3176
2S+1: 2
Charge: +2
Energy relative to the best compared isomer or geometry (same formula, charge and spin), kcal per mole: 49.26
Kohn-Sham gap (alpha / beta), hartree: 0.251 / 0.205

Geometry as XYZ:
```
85
Properties=species:S:1:pos:R:3:lowdin_charge:R:1
Ir 0.139 -0.228 0.089 0.672
Se -4.390 -0.353 6.444 1.213
N -3.628 0.961 5.520 -0.205
C -2.881 0.397 4.610 -0.338
C -2.059 1.149 3.664 -0.063
C -1.859 2.527 3.743 0.049
C -0.984 3.122 2.860 -0.005
C -0.384 2.351 1.871 -0.150
N -0.615 1.048 1.758 -0.106
C -1.395 0.439 2.670 -0.143
C -1.385 -1.018 2.655 -0.144
N -0.594 -1.589 1.729 -0.072
C -0.335 -2.887 1.820 -0.136
C -0.915 -3.692 2.795 0.000
C -1.801 -3.133 3.690 0.049
C -2.032 -1.758 3.638 -0.063
C -2.867 -1.041 4.598 -0.338
N -3.603 -1.635 5.497 -0.205
H -2.355 3.090 4.523 0.134
H -0.750 4.176 2.926 0.128
H 0.312 2.777 1.159 0.101
H 0.372 -3.280 1.104 0.100
H -0.657 -4.741 2.842 0.126
H -2.283 -3.722 4.460 0.134
S 1.893 -0.159 1.701 0.715
C 3.472 -0.353 0.959 -0.674
C 4.578 -0.583 1.776 -0.094
C 5.819 -0.770 1.189 -0.047
C 5.973 -0.737 -0.195 -0.054
C 4.878 -0.491 -1.002 -0.061
C 3.639 -0.278 -0.405 -0.408
As 2.085 0.215 -1.382 1.205
C 2.242 2.142 -1.510 -0.406
C 2.881 2.831 -0.483 -0.096
C 2.918 4.218 -0.501 -0.060
C 2.318 4.919 -1.541 -0.059
C 1.681 4.233 -2.565 -0.061
C 1.635 2.845 -2.549 -0.180
C 2.390 -0.460 -3.151 -0.359
C 2.124 -1.802 -3.422 -0.144
C 2.453 -2.333 -4.659 -0.053
C 3.052 -1.529 -5.618 -0.048
C 3.339 -0.201 -5.337 -0.050
C 3.011 0.343 -4.103 -0.095
H 4.464 -0.633 2.851 0.111
H 6.677 -0.960 1.820 0.119
H 6.945 -0.902 -0.639 0.116
H 4.987 -0.454 -2.079 0.112
H 3.365 2.292 0.322 0.101
H 3.433 4.752 0.287 0.115
H 2.361 6.000 -1.559 0.115
H 1.220 4.776 -3.380 0.116
H 1.126 2.321 -3.347 0.099
H 1.681 -2.439 -2.672 0.019
H 2.249 -3.374 -4.871 0.115
H 3.306 -1.941 -6.585 0.118
H 3.826 0.418 -6.078 0.118
H 3.262 1.372 -3.892 0.101
C -1.110 -5.021 -0.734 0.003
N -2.017 -3.900 -0.498 -0.109
C -3.306 -4.025 -0.036 -0.011
C -3.883 -2.805 -0.147 -0.018
N -2.961 -1.941 -0.693 0.013
B -3.305 -0.626 -1.488 -0.408
N -3.361 0.650 -0.570 0.013
C -4.480 1.169 0.037 -0.020
C -4.239 2.470 0.329 -0.009
N -2.957 2.741 -0.093 -0.097
C -2.377 4.080 -0.165 0.002
C -2.428 1.609 -0.605 -0.607
S -0.787 1.486 -1.192 0.732
C -1.817 -2.614 -0.855 -0.620
S -0.277 -1.971 -1.387 0.706
H -1.390 -5.837 -0.073 0.104
H -0.085 -4.720 -0.540 0.071
H -1.189 -5.352 -1.767 0.110
H -3.705 -4.970 0.294 0.139
H -4.895 -2.502 0.055 0.135
H -4.377 -0.775 -2.008 0.094
H -2.428 -0.450 -2.270 0.045
H -5.380 0.593 0.161 0.134
H -4.870 3.231 0.754 0.138
H -2.785 4.681 0.643 0.103
H -2.628 4.539 -1.119 0.111
H -1.296 4.020 -0.080 0.063
```

(2)
# C21H39N7O3S2Tl

A molecular structure, C21H39N7O3S2Tl (ωB97M-V with the def2-TZVPD basis set, the OMol25 dataset).

Summary:
E_HOMO, eV: -10.413
Energy, eV: -65341.4335
Charge: +1
Energy relative to the best compared isomer or geometry (same formula, charge and spin), kcal per mole: 6.98
Kohn-Sham gap, hartree: 0.299

Geometry as XYZ:
```
73
Properties=species:S:1:pos:R:3:lowdin_charge:R:1
Tl -0.271 -0.041 -0.028 1.104
C 3.454 -0.908 -0.661 -0.097
N 2.798 0.016 0.259 -0.282
C 3.280 -0.221 1.617 -0.083
C 3.043 1.394 -0.151 -0.192
C 2.064 1.854 -1.217 -0.170
N 0.672 2.016 -0.731 -0.326
C -0.183 2.388 -1.880 -0.072
C 0.597 3.090 0.279 -0.054
H 4.541 -0.748 -0.680 0.099
H 3.074 -0.786 -1.675 0.081
H 3.268 -1.936 -0.355 0.085
H 4.366 -0.074 1.700 0.099
H 3.051 -1.246 1.910 0.094
H 2.771 0.447 2.309 0.071
H 4.065 1.525 -0.536 0.136
H 2.972 2.035 0.726 0.112
H 2.040 1.139 -2.042 0.120
H 2.388 2.815 -1.634 0.138
H 0.166 3.328 -2.321 0.107
H -1.212 2.507 -1.547 0.077
H -0.141 1.607 -2.640 0.098
H 0.933 4.034 -0.163 0.115
H 1.222 2.852 1.134 0.081
H -0.420 3.175 0.645 0.046
C -2.783 -0.964 3.982 -0.042
N -1.531 -1.081 3.241 -0.109
C -1.490 -2.151 2.262 -0.031
C -0.589 -0.112 3.208 -0.480
O 0.158 0.048 2.195 -0.100
N -0.402 0.656 4.293 -0.110
C -0.683 0.212 5.650 -0.030
C 0.409 1.858 4.182 -0.025
H -3.612 -1.096 3.287 0.089
H -2.881 0.030 4.404 0.086
H -2.847 -1.718 4.769 0.099
H -1.886 -3.057 2.721 0.107
H -0.463 -2.346 1.960 0.086
H -2.101 -1.931 1.379 0.079
H -0.931 -0.845 5.663 0.088
H -1.501 0.781 6.096 0.100
H 0.213 0.359 6.255 0.099
H 0.280 2.291 3.198 0.058
H 1.465 1.642 4.367 0.097
H 0.062 2.576 4.923 0.103
N -5.853 5.978 -1.703 0.119
C -5.195 5.044 -0.945 -0.309
C -3.806 5.118 -0.769 -0.017
C -3.140 4.153 -0.045 -0.064
C -3.835 3.085 0.515 -0.293
C -5.218 3.020 0.373 -0.076
C -5.889 3.983 -0.353 -0.012
S -2.995 1.845 1.432 0.589
O -3.990 1.180 2.233 -0.317
O -1.855 2.446 2.079 -0.304
N -2.366 0.783 0.372 -0.212
C -3.203 -0.066 -0.342 -0.729
S -4.902 -0.311 -0.151 1.093
C -4.861 -1.478 -1.424 -0.375
C -3.595 -1.626 -1.871 -0.236
N -2.660 -0.834 -1.255 -0.023
H -5.391 6.853 -1.881 0.100
H -6.852 6.043 -1.607 0.101
H -3.257 5.951 -1.191 0.115
H -2.076 4.255 0.112 0.096
H -5.770 2.226 0.853 0.090
H -6.965 3.924 -0.455 0.118
H -5.756 -1.979 -1.752 0.068
H -3.283 -2.307 -2.649 0.111
C 0.319 -1.888 -0.948 -0.182
H -0.581 -2.486 -1.040 -0.005
H 1.061 -2.363 -0.314 -0.005
H 0.736 -1.686 -1.930 0.006
```

(3)
# C10H10BrNO2

A single C10H10BrNO2 molecule in a non-equilibrium geometry (ωB97M-V with the def2-TZVPD basis set, the OMol25 dataset).

Summary:
E_HOMO (alpha / beta), eV: -7.377 / -7.072
Energy, eV: -86156.0376
Energy relative to the best compared isomer or geometry (same formula, charge and spin), kcal per mole: 7.07
Kohn-Sham gap (alpha / beta), hartree: 0.250 / 0.230

Geometry as XYZ:
```
24
Properties=species:S:1:pos:R:3:lowdin_charge:R:1
C -1.075 2.159 -3.148 -0.062
C -1.386 2.888 -1.883 -0.082
C -0.475 0.915 -3.158 -0.013
C -0.967 2.397 -0.703 -0.022
C 0.052 0.422 -1.875 -0.298
C -0.354 1.031 -0.596 -0.174
C 0.453 -1.158 2.202 -0.558
C 1.174 -0.312 -1.751 0.015
C 0.038 -0.821 0.912 -0.609
C 0.826 -3.059 3.767 -0.033
N -0.179 0.499 0.644 0.075
O 0.926 -0.326 2.943 0.079
O 0.545 -2.522 2.457 -0.114
Br -0.650 -2.114 -0.282 0.907
H -1.311 2.686 -4.037 0.081
H -2.055 3.707 -2.128 0.099
H -0.451 0.413 -4.053 0.080
H -1.135 2.962 0.224 0.110
H 1.624 -0.492 -0.744 0.086
H 1.609 -0.875 -2.479 0.041
H 1.767 -2.579 4.029 0.091
H 0.950 -4.100 3.681 0.075
H 0.168 -2.834 4.561 0.077
H -0.096 1.115 1.418 0.149
```

What is the formula in the second record? C21H39N7O3S2Tl

Among the records above, which one has the highest energy relative to the best compared isomer or geometry (same formula, charge and spin)? C38H32AsBIrN8S3Se

Look up the energy of the third one. -86156.0376 eV

Among the records above, which one has the lowest energy relative to the best compared isomer or geometry (same formula, charge and spin)? C21H39N7O3S2Tl